[1]
88
Properties=species:S:1:pos:R:3:forces:R:3 method="wB97M-V/def2-TZVPD" energy_ha=-6648.7757 lumo_energy_ev="2.07 / 2.06" charge=-1 multiplicity=2 homo_lumo_gap_ev="6.6 / 6.6" s_squared=0.753 e_above_lowest_kj_mol=0.0
Sr -0.43920 0.92083 2.40504 0.049 -0.006 0.051
N -2.50939 2.34583 1.27364 -0.037 0.032 -0.013
C -3.12549 3.17698 2.32763 0.002 0.003 -0.004
C -2.03372 3.73035 3.25079 -0.018 0.003 -0.009
O -1.84645 4.95612 3.29863 0.002 -0.004 0.010
N -1.36892 2.77229 3.90249 0.003 0.031 -0.001
C -0.33348 3.27870 4.76142 -0.049 -0.006 -0.016
C 0.98076 3.49153 4.00468 0.015 0.005 -0.003
O 0.63274 0.01453 4.23831 -0.168 -0.072 -0.016
O 1.26444 3.04720 2.94053 0.014 0.040 0.003
H -2.09114 2.95283 0.57570 -0.010 -0.015 0.002
H -3.21198 1.79441 0.79325 0.000 -0.006 0.007
H -3.79283 2.54017 2.90966 -0.002 0.001 0.001
H -3.69568 4.01641 1.92567 0.001 0.001 -0.001
H -0.05761 2.54257 5.52430 0.008 0.003 0.000
H -0.57873 4.22703 5.24447 0.003 -0.007 0.016
C 2.15868 3.19907 -2.64640 -0.004 -0.003 0.006
Si 1.97320 3.80566 -0.88363 0.012 -0.004 -0.008
C 0.21722 3.52591 -0.30645 0.013 -0.010 0.004
C 2.37100 5.63876 -0.82430 -0.003 0.002 0.000
C 3.16767 2.93386 0.27226 -0.024 0.012 -0.001
Te 2.71953 0.91174 0.80929 0.050 -0.029 0.018
C 2.89354 0.04938 -1.14182 -0.016 0.004 -0.006
Si 3.62517 -1.68006 -1.03066 -0.007 -0.005 0.001
C 2.66367 -2.69149 0.20689 0.008 0.004 -0.004
C 3.55835 -2.49809 -2.71758 -0.008 -0.012 -0.001
C 5.42001 -1.52823 -0.50646 0.000 0.002 -0.003
H 1.56408 3.82452 -3.31788 0.000 -0.002 -0.005
H 1.81035 2.17109 -2.76007 0.009 0.013 0.001
H 3.19828 3.24911 -2.98012 0.004 0.002 0.003
H -0.48886 4.09272 -0.92004 0.001 0.002 -0.005
H 0.09562 3.84012 0.73402 -0.001 0.003 -0.004
H -0.03406 2.46497 -0.40072 0.006 0.015 -0.007
H 1.71843 6.20442 -1.49369 0.000 0.001 0.000
H 3.40422 5.82872 -1.12483 0.000 0.000 0.000
H 2.23612 6.03212 0.18558 0.000 0.000 0.001
H 3.16485 3.45178 1.23435 0.003 0.001 0.000
H 4.19228 2.94841 -0.10369 -0.003 0.000 -0.005
H 3.56587 0.70218 -1.70305 0.005 -0.001 -0.002
H 1.91561 0.05286 -1.62388 0.016 0.005 0.012
H 1.60646 -2.74997 -0.06315 0.013 0.003 0.001
H 2.72145 -2.26891 1.21405 -0.002 -0.002 0.005
H 3.04428 -3.71461 0.26154 -0.002 -0.003 0.001
H 2.52697 -2.70399 -3.00728 0.032 -0.007 0.008
H 4.10121 -3.44656 -2.70496 0.004 -0.001 0.003
H 4.00481 -1.86351 -3.48692 0.001 0.001 -0.002
H 5.50442 -1.02573 0.45884 0.003 -0.001 0.000
H 5.99686 -0.95610 -1.23771 0.000 0.001 0.000
H 5.88076 -2.51479 -0.41538 -0.002 -0.002 -0.001
F 0.98624 -1.93277 5.52588 -0.095 0.002 0.028
B 0.95047 -0.57884 5.34716 0.353 0.021 -0.090
F 1.35736 0.07718 6.47726 -0.101 0.000 0.044
C -4.92601 0.07219 -0.16391 0.003 0.001 0.001
Ge -3.84332 -1.57883 -0.35599 -0.006 -0.002 -0.003
C -4.16102 -2.15573 -2.22011 -0.001 -0.003 0.000
C -4.71818 -2.91458 0.80191 -0.003 -0.001 0.001
Ge -1.47246 -1.29665 0.24026 -0.009 -0.002 -0.005
C -0.86727 -0.78036 -1.60734 0.008 0.002 0.006
C -0.08476 -1.55489 -2.46632 -0.009 -0.003 0.004
C 0.32687 -1.07954 -3.70783 -0.020 0.005 -0.011
C -0.02637 0.19502 -4.12621 -0.005 -0.009 -0.003
C -0.80226 0.98846 -3.28909 -0.013 -0.003 0.002
C -1.20988 0.50115 -2.05620 -0.002 -0.002 -0.012
C -1.03517 -3.24807 0.34838 -0.006 -0.003 0.012
C -1.27133 -4.17054 -0.67519 -0.001 -0.002 -0.002
C -0.97444 -5.51905 -0.52438 -0.003 0.000 0.000
C -0.44032 -5.98462 0.67044 0.003 0.000 -0.001
C -0.20801 -5.09127 1.70607 -0.001 0.001 -0.001
C -0.50005 -3.74256 1.54035 -0.012 -0.004 0.001
H -5.96268 -0.12030 -0.44945 0.001 -0.002 -0.003
H -4.54822 0.87086 -0.80758 0.000 0.000 0.003
H -4.92544 0.42033 0.87201 -0.001 0.001 -0.001
H -5.22563 -2.09811 -2.45950 0.000 -0.001 -0.001
H -3.83323 -3.18595 -2.36631 0.002 0.000 0.001
H -3.60975 -1.52066 -2.91575 0.001 0.001 0.000
H -5.76308 -3.05576 0.51648 0.000 0.001 -0.001
H -4.68369 -2.59921 1.84608 0.000 0.001 0.000
H -4.19993 -3.87143 0.72230 0.000 -0.001 0.000
H 0.21521 -2.55245 -2.16215 -0.003 0.003 -0.005
H 0.93264 -1.70761 -4.35165 -0.010 0.010 -0.002
H 0.29854 0.56716 -5.09013 0.001 0.001 0.000
H -1.08555 1.98891 -3.59737 0.002 0.000 0.000
H -1.81798 1.13977 -1.41814 -0.003 -0.003 0.000
H -1.69790 -3.83080 -1.61347 0.003 0.003 0.000
H -1.16589 -6.20894 -1.33860 0.000 -0.001 0.000
H -0.20928 -7.03608 0.79255 0.000 0.000 0.000
H 0.20747 -5.43987 2.64415 0.001 -0.001 0.000
H -0.29703 -3.05869 2.35907 0.006 -0.001 -0.001

[2]
85
Properties=species:S:1:pos:R:3:forces:R:3 method="wB97M-V/def2-TZVPD" energy_ha=-1793.2225 lumo_energy_ev="-0.96 / -0.96" charge=0 multiplicity=3 homo_lumo_gap_ev="7.5 / 8.5" s_squared=2.008
C 2.96638 0.03727 0.80422 0.377 0.449 -0.234
C 2.27851 1.36654 0.48933 -0.898 -0.693 -0.040
B 0.89207 1.55048 1.19854 0.458 -0.278 -0.311
O 0.51735 0.62390 2.13869 0.463 0.302 0.190
C -0.08552 2.72776 0.82816 0.456 -0.281 0.339
C -1.41061 2.80982 0.98772 0.230 0.583 -0.229
C -2.40318 1.85954 1.54308 -0.065 0.310 -0.308
C -2.34417 0.44958 0.97262 -0.402 0.107 0.096
C -3.55996 0.11920 0.15032 -0.669 0.143 -0.084
O -4.61267 0.69079 0.20760 0.464 -0.220 -0.023
O -3.36851 -0.97324 -0.66399 0.054 0.142 0.228
C -1.81043 4.17037 0.45890 -1.693 0.087 -0.256
O -2.89003 4.52426 0.04139 1.663 -0.305 0.966
O -0.67281 4.93690 0.43444 0.112 0.154 -1.230
C 0.36420 4.00666 0.20984 1.048 0.313 -0.566
O 1.34924 4.26714 -0.43564 -1.477 -0.145 1.295
H 2.26973 -0.75866 1.01451 -0.236 -0.192 0.232
H 3.56984 -0.28341 -0.03502 0.212 -0.063 -0.255
H 3.63974 0.16404 1.63729 0.064 -0.244 0.451
H 2.88637 2.22585 0.75814 0.225 0.234 -0.097
H 2.10690 1.43138 -0.58158 0.046 0.346 -0.315
H 0.09590 1.01212 2.90537 -0.607 -0.097 0.089
H -3.38480 2.27517 1.35616 -0.325 0.035 -0.042
H -2.28786 1.87042 2.61858 0.081 -0.138 0.391
H -2.32375 -0.27309 1.77715 0.085 -0.381 0.156
H -1.47436 0.25433 0.36713 0.360 -0.003 -0.100
H -3.10196 -0.63460 -1.52470 -0.041 -0.227 -0.472
C -2.19807 2.31182 -6.91552 -0.198 0.201 0.080
C -2.64886 0.86258 -6.66052 0.833 1.001 -0.652
C -3.67609 0.42642 -7.70938 -0.493 -0.153 0.077
C -5.07020 1.00959 -7.48519 0.088 -0.032 0.046
C -5.54857 0.70389 -6.06784 0.077 -0.226 -0.411
C -4.57322 1.19140 -4.99776 -0.512 1.306 0.481
N -3.18504 0.71434 -5.27616 -0.795 -1.549 -0.643
O -3.03769 -0.49904 -4.86282 0.439 0.132 0.480
C -4.62716 2.73009 -4.91325 0.088 0.084 -0.122
C -5.01644 0.68597 -3.63312 0.118 -0.446 0.195
C -1.39103 0.01730 -6.82815 0.017 -0.340 0.196
H -2.98126 3.05382 -6.79061 0.017 -0.067 -0.001
H -1.37746 2.57972 -6.24914 -0.016 -0.023 0.052
H -1.84138 2.41143 -7.94063 0.059 -0.125 -0.015
H -3.75146 -0.66556 -7.70113 0.034 -0.004 0.112
H -3.31035 0.70276 -8.69964 0.114 0.025 0.022
H -5.06777 2.08648 -7.67312 0.006 0.006 0.034
H -5.76612 0.57509 -8.20526 0.003 0.023 -0.017
H -6.52523 1.15905 -5.89256 0.019 0.054 0.102
H -5.68565 -0.37745 -5.96786 0.089 -0.011 0.058
H -3.79405 3.11925 -4.32698 0.026 -0.012 -0.014
H -5.54878 3.03851 -4.42155 -0.032 -0.112 0.069
H -4.62910 3.22257 -5.88287 0.041 -0.035 0.020
H -5.11708 -0.39721 -3.60391 0.112 0.009 -0.032
H -5.98723 1.10513 -3.37633 -0.006 0.143 -0.067
H -4.30759 0.98779 -2.85945 -0.026 0.050 0.010
H -0.66015 0.23897 -6.05021 -0.020 0.008 0.021
H -0.93884 0.24089 -7.79384 -0.034 0.107 -0.043
H -1.60463 -1.04902 -6.80176 -0.031 0.020 0.087
C 2.69899 -4.03283 5.59636 0.107 0.025 0.266
C 3.43546 -3.16250 4.56254 -0.875 -1.130 0.392
C 4.80623 -3.76001 4.23410 0.460 0.209 0.051
C 5.85358 -3.53136 5.32082 -0.076 0.038 -0.035
C 5.95093 -2.04472 5.65305 0.124 -0.283 -0.311
C 4.60718 -1.43790 6.05494 -0.039 0.059 1.432
N 3.55160 -1.75493 5.04570 1.357 0.115 -1.259
O 3.63842 -0.95025 4.04213 -0.509 0.337 0.104
C 4.21009 -1.94396 7.45602 -0.064 -0.164 0.005
C 4.74903 0.07386 6.18642 -0.035 0.242 -0.331
C 2.57104 -3.21236 3.30731 0.009 0.293 -0.241
H 3.17193 -4.06599 6.57368 0.006 0.021 -0.064
H 1.67644 -3.67943 5.73373 0.006 0.060 -0.001
H 2.65118 -5.06300 5.24356 -0.016 0.022 -0.134
H 5.17228 -3.31798 3.30193 -0.066 0.095 0.018
H 4.69111 -4.82839 4.04419 -0.117 -0.011 -0.013
H 5.61300 -4.11642 6.21255 -0.018 0.028 0.013
H 6.82370 -3.89039 4.97217 -0.002 -0.023 0.017
H 6.66795 -1.88611 6.46111 -0.057 0.070 0.068
H 6.34193 -1.51294 4.77991 -0.100 0.039 -0.026
H 3.16720 -1.71134 7.67393 -0.020 -0.016 -0.031
H 4.82329 -1.45361 8.21123 0.044 0.105 -0.066
H 4.36433 -3.01122 7.59666 -0.035 0.022 -0.039
H 5.12728 0.53272 5.27547 -0.097 -0.049 -0.042
H 5.45450 0.30045 6.98447 0.008 -0.094 0.080
H 3.79338 0.53830 6.43347 -0.016 -0.018 -0.013
H 1.61022 -2.72294 3.46946 0.014 0.033 0.013
H 2.38388 -4.25344 3.04556 0.014 -0.076 0.094
H 3.05477 -2.73841 2.45580 -0.007 0.077 0.059

[3]
83
Properties=species:S:1:pos:R:3:forces:R:3 method="wB97M-V/def2-TZVPD" energy_ha=-2806.8740 lumo_energy_ev="0.50 / -0.18" charge=0 multiplicity=3 homo_lumo_gap_ev="8.6 / 7.9" s_squared=2.008 e_above_lowest_kj_mol=0.0
C -1.10278 2.09097 -5.86201 1.095 0.281 0.075
Cl -2.73527 2.31135 -5.34622 -0.626 -0.044 -0.055
Cl -0.38829 0.64849 -5.11460 0.021 0.181 -0.002
Cl -0.15647 3.56966 -5.48704 -0.079 -0.437 -0.016
H -0.99557 1.94966 -6.93068 -0.412 0.027 0.014
C 0.49030 3.05713 1.88946 1.125 -0.625 -0.342
C -0.80681 2.27099 1.88068 -0.334 1.207 1.469
C -1.78145 3.19163 2.64585 0.101 -0.302 -0.414
C -3.24257 2.81420 2.51220 -0.088 1.000 -0.806
C -3.63483 2.94343 1.01593 0.072 -1.431 2.128
C -2.76490 1.94669 0.23595 -1.845 0.577 -2.616
N -1.32549 2.06748 0.51037 0.610 -0.785 0.343
O -0.54479 1.37882 -0.23401 -0.176 0.136 -0.161
C -3.29006 0.50682 0.31577 0.285 -0.763 1.366
C -3.09232 2.32315 -1.22802 1.468 0.504 -1.408
C -0.65183 0.98573 2.69888 -0.349 -0.032 -0.070
H 0.40208 4.02545 1.39944 0.121 -0.186 -0.365
H 1.29275 2.42771 1.49613 -0.012 0.341 -0.617
H 0.86820 3.26022 2.89400 -0.615 -0.042 0.257
H -1.40164 3.22858 3.66701 -0.239 0.112 0.091
H -1.64178 4.17204 2.18229 -0.199 0.211 0.305
H -3.85061 3.50157 3.10202 -0.078 -0.209 0.180
H -3.48457 1.78217 2.76781 0.160 0.063 0.452
H -3.65461 3.95193 0.60950 0.418 0.035 0.097
H -4.65670 2.56056 1.02946 -0.082 0.133 -0.688
H -2.93037 -0.20685 -0.42565 0.289 0.515 -0.345
H -3.01502 0.03386 1.26422 -0.198 0.053 0.129
H -4.37674 0.48935 0.24299 0.008 0.145 0.037
H -4.11724 2.10908 -1.52519 -0.098 -0.080 0.446
H -2.88752 3.36542 -1.49385 -0.218 0.229 0.574
H -2.45259 1.83957 -1.97286 -0.016 -0.597 0.335
H -1.66670 0.68820 2.96382 0.191 -0.655 -0.008
H -0.13786 1.18700 3.63998 -0.014 0.300 -0.049
H -0.07112 0.19412 2.22681 -0.297 -0.020 -0.325
C 4.34917 -1.73166 -2.01614 1.557 0.771 -0.975
C 3.95610 -0.66176 -0.97920 -1.603 -2.656 0.400
C 2.83294 -1.49218 -0.25265 -1.196 1.327 1.504
C 2.51427 -1.13288 1.19030 -0.682 1.510 1.007
C 3.80501 -1.05418 1.96035 0.550 0.251 0.128
C 4.83183 -0.02211 1.36056 -1.064 -2.577 1.697
N 5.06485 -0.36178 -0.07376 0.264 1.146 0.041
O 6.09751 0.16637 -0.62184 -0.210 -0.194 0.138
C 4.40644 1.38606 1.69011 0.278 1.239 -0.613
C 6.08433 -0.37747 2.13829 1.955 1.743 -0.847
C 3.32285 0.56616 -1.60189 0.579 1.338 0.210
H 4.91584 -2.54601 -1.56419 -0.246 -0.019 0.287
H 5.02848 -1.33196 -2.77576 -0.037 0.186 0.015
H 3.50363 -2.14779 -2.56163 -0.252 0.151 0.294
H 1.91998 -1.14668 -0.73032 0.002 -1.089 -0.728
H 2.96150 -2.57092 -0.18638 0.265 -0.015 -0.966
H 1.69858 -1.68369 1.67548 0.669 -1.342 -0.260
H 1.90110 -0.21808 1.26369 0.962 0.812 -0.410
H 4.30397 -2.02853 1.99176 -0.103 -0.132 -0.484
H 3.78241 -0.81804 3.02762 -0.668 0.276 -0.043
H 5.18188 2.06073 1.31480 -0.165 0.132 -0.190
H 3.44393 1.70368 1.28844 0.055 -0.235 -0.285
H 4.34237 1.61977 2.75421 0.139 -0.622 0.154
H 6.85812 0.32140 1.79291 0.183 -0.241 -0.248
H 6.08895 -0.10831 3.19406 -0.741 -0.577 0.145
H 6.47589 -1.36681 1.91489 -0.277 -0.145 0.260
H 3.10808 1.34874 -0.86794 -0.350 -0.387 0.357
H 2.39368 0.34559 -2.12303 0.148 -0.125 -0.167
H 4.01506 1.12693 -2.23481 0.077 -0.532 -0.425
N -3.81939 -3.52295 -0.74220 -0.123 0.144 0.440
C -4.70150 -2.66126 -1.34017 0.442 -0.490 -0.064
C -5.94770 -2.95319 -0.85185 -0.106 0.141 -0.334
C -5.80754 -4.03338 0.05198 -0.300 0.754 1.301
C -4.46850 -4.28424 0.20426 0.305 -0.191 -1.278
H -2.84694 -3.64704 -1.01074 -0.359 0.355 0.244
H -4.30913 -1.93848 -2.03724 -0.290 0.000 -0.137
H -6.87453 -2.44487 -1.06368 0.063 0.010 -0.152
H -6.61005 -4.32623 0.71188 0.109 -0.407 -0.070
H -3.88485 -4.94444 0.82409 -0.252 -0.184 0.010
N -0.49754 -1.54124 -0.85919 -0.288 1.174 0.450
C -0.81358 -2.60884 -0.08797 0.487 -0.074 -0.419
C -0.83872 -3.71597 -0.91653 0.724 0.693 1.137
C -0.49781 -3.23623 -2.19759 -0.512 -0.674 -1.358
C -0.32011 -1.86582 -2.17464 -0.425 -1.203 1.024
H -0.55449 -0.59891 -0.49730 0.232 0.276 -0.192
H -0.90296 -2.47205 0.97759 -0.226 -0.175 -0.015
H -0.99284 -4.71264 -0.53379 0.034 -0.159 -0.425
H -0.55860 -3.87808 -3.06458 0.373 0.221 -0.173
H -0.13684 -1.12486 -2.93067 0.034 -0.045 0.007